Record 1
The following is a DFT calculation (ωB97M-V/def2-TZVPD) of a cluster of 11 separate species, C54H85N5O22 in total in a non-equilibrium geometry.

```
166
Properties=species:S:1:pos:R:3:lowdin_charge:R:1
O -1.409 -4.213 0.848 -0.208
O 4.031 0.396 -2.319 0.074
O 1.853 -8.196 5.512 0.075
O 6.283 2.475 -0.435 0.067
O -4.757 5.776 2.128 0.098
O -1.523 -0.180 5.087 -0.142
O 2.419 3.912 -4.938 -0.211
O -5.553 6.053 0.143 0.086
O 0.319 1.375 -3.453 -0.202
O -3.345 -1.798 -7.084 -0.195
O 4.449 -1.156 2.384 0.066
O 5.776 3.027 -2.434 0.088
O -5.085 1.941 0.897 -0.165
O 2.558 -6.886 7.084 0.079
O 4.043 -0.831 -4.080 0.098
O -1.271 -0.956 0.294 -0.165
O 0.626 -0.405 6.783 -0.166
O -4.403 0.888 -1.873 -0.220
O -4.196 -3.548 1.769 -0.203
O -2.661 -3.174 -4.569 -0.162
O 1.105 0.596 1.712 -0.185
O 6.020 -0.266 1.229 0.106
N 3.814 -0.645 -2.906 -0.350
N 5.532 2.988 -1.253 -0.345
N -4.698 5.705 0.926 -0.356
N 2.189 -7.100 5.941 -0.349
N 5.191 -0.234 2.098 -0.332
C -5.300 -2.764 2.160 -0.089
C -1.824 -0.657 -0.976 -0.119
C -5.967 1.454 -0.094 -0.183
C -0.236 -1.499 6.540 -0.182
C -2.378 4.012 -1.465 -0.075
C 6.248 1.752 3.079 -0.006
C 3.013 4.613 0.994 -0.080
C 3.894 1.380 3.425 -0.016
C 0.987 -0.775 1.370 -0.180
C -2.715 -1.547 -8.334 -0.092
C 2.589 -3.682 4.531 -0.063
C -3.475 -4.119 -5.193 -0.125
C 1.899 -3.676 -1.901 -0.062
C 1.713 -6.170 3.702 0.025
C -3.472 4.647 -0.945 -0.022
C 2.190 -3.859 3.224 -0.070
C 1.196 1.408 0.563 -0.081
C 4.341 3.734 -0.792 -0.130
C 1.499 2.059 -3.818 -0.197
C 2.296 5.087 -5.716 -0.100
C -1.183 4.437 0.572 -0.066
C -0.195 0.511 -4.470 -0.085
C 1.268 3.087 -4.930 -0.198
C 4.040 3.786 0.560 -0.001
C -0.880 -1.418 5.162 -0.222
C 0.137 -1.147 0.147 -0.184
C -3.001 -3.321 2.474 -0.214
C 5.101 1.004 2.896 -0.157
C 2.162 -5.983 5.008 -0.143
C 3.624 4.437 -1.746 0.003
C 3.182 -2.899 0.001 -0.066
C -5.516 1.679 -1.520 -0.196
C 2.261 -3.773 -0.570 -0.069
C 2.397 -2.649 -2.693 0.004
C -3.024 -1.817 -4.720 -0.213
C -1.987 -4.404 2.109 -0.189
C 2.536 5.173 -1.272 -0.060
C 1.733 -5.084 2.812 -0.056
C -2.652 -1.169 -6.022 -0.218
C -2.240 -4.288 -0.294 -0.081
C -3.761 1.450 0.832 -0.091
C -1.768 0.306 3.794 -0.092
C -3.782 1.270 -3.077 -0.091
C 3.251 -1.720 -2.116 -0.151
C -3.480 5.140 0.346 -0.140
C 4.938 3.270 4.421 -0.069
C 1.860 -0.411 6.123 -0.114
C 2.215 5.267 0.081 -0.085
C 3.649 -1.860 -0.796 0.002
C 2.569 -4.723 5.424 -0.001
C -2.310 5.051 1.093 0.005
C 3.770 2.562 4.155 -0.063
C -1.206 3.951 -0.735 -0.062
C 6.177 2.864 3.910 -0.054
H 2.963 -2.717 4.848 0.093
H -1.437 0.309 -1.330 0.080
H -2.523 -1.349 -3.865 0.083
H 1.909 4.888 -6.721 0.088
H 2.286 0.567 6.349 0.088
H 0.553 -0.639 -0.727 0.109
H 2.871 4.602 2.069 0.104
H 0.239 1.531 0.045 0.080
H 2.028 5.849 -1.950 0.110
H -6.903 1.998 0.022 0.130
H -0.719 1.122 -5.204 0.093
H -5.473 -2.913 3.231 0.089
H 1.337 -4.486 -2.346 0.113
H -4.070 -1.652 -4.420 0.135
H -4.368 4.728 -1.550 0.118
H -2.568 -2.351 2.196 0.110
H -0.304 3.468 -1.094 0.096
H 3.772 4.461 -2.815 0.110
H -1.533 -1.319 -1.804 0.084
H -0.137 -1.491 4.353 0.098
H -3.161 -5.152 -5.016 0.086
H 1.155 2.609 -5.906 0.126
H 1.306 -7.093 3.320 0.120
H 2.179 1.316 -4.263 0.111
H 0.222 -2.222 -0.057 0.112
H -1.049 -1.396 7.261 0.130
H -3.172 -3.320 3.559 0.120
H -3.211 2.007 1.594 0.085
H 7.243 1.531 2.720 0.128
H 4.594 3.118 1.205 0.100
H 3.291 5.500 -5.880 0.089
H 1.431 5.947 0.385 0.105
H 7.041 3.464 4.156 0.109
H -2.396 3.595 -2.464 0.092
H -4.500 1.031 -3.876 0.099
H 0.593 -0.136 -4.858 0.101
H 4.885 4.177 5.010 0.107
H 0.629 -1.330 2.241 0.104
H 1.433 -5.202 1.778 0.085
H -2.628 -0.470 -8.507 0.087
H 1.753 -0.504 5.035 0.073
H -6.181 0.399 0.106 0.126
H 1.934 1.023 -0.151 0.098
H -2.732 -5.265 -0.257 0.096
H -2.449 -5.394 2.193 0.133
H -2.840 0.743 -3.184 0.061
H 4.385 -1.157 -0.422 0.104
H 3.496 -2.949 1.033 0.079
H -3.282 1.749 -0.101 0.070
H 3.040 -4.575 6.387 0.124
H -1.470 -2.336 5.015 0.118
H -2.998 -0.126 -5.999 0.128
H 2.216 -2.984 2.585 0.074
H -4.503 -4.090 -4.804 0.093
H -1.179 -4.257 2.830 0.113
H -0.914 -0.099 -3.923 0.052
H -2.910 -0.634 -0.970 0.078
H 0.389 3.692 -4.669 0.130
H 2.082 2.487 -3.006 0.110
H -1.722 -4.204 -1.250 0.083
H -5.262 2.738 -1.657 0.109
H -2.914 -3.432 -0.240 0.079
H -6.216 -2.987 1.620 0.087
H -0.864 0.373 3.183 0.075
H -1.564 -1.223 -6.137 0.120
H -3.653 2.356 -3.153 0.070
H 1.912 -4.591 0.050 0.088
H -5.060 -1.712 1.957 0.078
H 0.245 -2.464 6.731 0.122
H 2.178 -2.655 -3.752 0.119
H -2.325 5.426 2.109 0.122
H -2.480 -0.324 3.245 0.071
H -3.355 -1.938 -9.121 0.088
H -0.300 4.260 1.170 0.096
H -1.740 -2.037 -8.337 0.091
H -6.359 1.443 -2.184 0.133
H 1.991 -1.193 1.207 0.085
H 1.672 5.781 -5.144 0.088
H -3.521 -4.066 -6.283 0.080
H 2.808 2.916 4.493 0.113
H -3.671 0.388 1.069 0.081
H 2.580 -1.171 6.453 0.082
H 2.998 0.820 3.182 0.102
H -2.244 1.282 3.687 0.083
H 1.530 2.387 0.907 0.073
```

- SMILES string = O=[N+]([O-])c1ccccc1.O=[N+]([O-])c1ccccc1.O=[N+]([O-])c1ccccc1.O=[N+]([O-])c1ccccc1.O=[N+]([O-])c1ccccc1.COCCOC.COCCOC.COCCOC.COCCOC.COCCOC.COCCOC
- LUMO level (eV) = -0.602
- DFT total energy (eV) = -109850.166
- energy relative to the best compared isomer or geometry (same formula, charge and spin) (kJ/mol) = 0.0
- gap between HOMO and LUMO (eV) = 9.03
- total charge = 0


Record 2
The following is a DFT calculation (ωB97M-V/def2-TZVPD) of the molecule C3H2O4 in a non-equilibrium geometry.

```
9
Properties=species:S:1:pos:R:3:lowdin_charge:R:1
O 1.117 -1.401 0.485 0.043
O 1.827 0.838 -0.191 0.004
O -0.636 1.755 0.380 0.139
O -2.806 -0.066 0.076 0.030
C -1.666 -0.586 -0.178 -0.049
C 0.937 -0.249 -0.040 -0.326
C -0.513 0.552 0.188 -0.185
H 2.905 0.685 -0.165 0.213
H -1.165 -1.528 -0.555 0.132
```

- SMILES string = O=CC(=O)C(=O)O
- LUMO level (eV) = -1.566
- DFT total energy (eV) = -11329.815
- energy relative to the best compared isomer or geometry (same formula, charge and spin) (kJ/mol) = 319.7
- gap between HOMO and LUMO (eV) = 8.31
- total charge = 0